# C13H22N6OZn

C13H22N6OZn as an isolated structure (the ωB97M-V functional and the def2-TZVPD basis, the Open Molecules 2025 dataset).

The geometry in XYZ format:
```
43
Properties=species:S:1:pos:R:3
Zn 0.00 -0.11 -0.88
N -1.38 -0.28 -2.52
C -0.65 -0.86 -3.67
C 0.25 -1.98 -3.18
N 1.16 -1.43 -2.13
H -2.22 -0.82 -2.34
H -1.70 0.66 -2.73
H -0.04 -0.07 -4.12
H -1.33 -1.23 -4.44
H 0.80 -2.42 -4.00
H -0.35 -2.77 -2.72
H 1.95 -0.99 -2.59
H 1.55 -2.19 -1.59
N 1.65 0.41 0.45
C 1.48 -0.39 1.65
C 2.41 -0.42 2.65
C 2.21 -1.20 3.81
C 1.07 -1.93 3.96
C 0.09 -1.93 2.94
C -1.11 -2.67 3.03
C -2.02 -2.63 2.01
C -1.73 -1.86 0.88
N -0.62 -1.15 0.76
C 0.30 -1.16 1.77
H 2.60 0.30 0.10
H 1.55 1.39 0.70
H 3.32 0.17 2.55
H 2.97 -1.20 4.58
H 0.91 -2.52 4.84
H -1.30 -3.27 3.92
H -2.95 -3.19 2.06
H -2.43 -1.82 0.06
C -0.52 4.43 -1.98
N -0.54 4.10 -0.55
C -0.58 2.85 -0.12
N -0.51 2.62 1.23
O -0.63 1.89 -0.92
H -0.44 5.51 -2.07
H -1.43 4.10 -2.46
H 0.34 3.97 -2.46
H -0.57 4.86 0.11
H -0.62 3.41 1.86
H -0.97 1.78 1.55
```

The largest force on an atom is 0.23 eV/Å. The gap between HOMO and LUMO is 8.8 eV. Its total charge is +2. The LUMO energy comes out at -6.2 eV. As for the energy above the lowest of the compared OMol25 structures with the same formula, charge and spin: 0.2 kcal per mole.